No. 1
A cluster of 2 separate species, C27H26Cl2N2O3P2S in total, computed with ωB97M-V/def2-TZVPD.

Gap between HOMO and LUMO ... 7.4 eV
SMILES string ... C/C(Cl)=C(/Cl)C1=CC(=O)c2c(N)c(CCc3ccccc3)c([PH2]=S)c(P(C)O)c2C1=O.c1ccncc1

```
! wB97M-V def2-TZVPD RIJCOSX def2/J DEFGRID3
* xyz 0 1
C 2.131 2.918 2.872
C 0.822 3.287 2.249
Cl -0.034 4.517 3.090
C 0.316 2.733 1.140
Cl -1.267 3.266 0.623
C 0.897 1.691 0.278
C 0.465 1.535 -0.978
C 0.954 0.413 -1.814
O 1.193 0.532 -2.986
C 1.114 -0.855 -1.047
C 0.769 -2.105 -1.541
N 0.267 -2.244 -2.847
C 0.911 -3.240 -0.703
C 0.448 -4.561 -1.257
C -0.820 -5.074 -0.550
C -1.925 -4.058 -0.661
C -2.676 -3.908 -1.824
C -3.687 -2.954 -1.883
C -3.970 -2.131 -0.796
C -3.235 -2.276 0.375
C -2.229 -3.239 0.428
C 1.438 -3.095 0.590
P 1.754 -4.520 1.693
S 2.200 -6.265 0.968
C 1.759 -1.807 1.109
P 2.320 -1.318 2.816
C 4.131 -1.638 2.732
O 1.784 -2.455 3.900
C 1.590 -0.719 0.254
C 1.945 0.687 0.651
O 3.035 0.933 1.089
H 2.978 3.124 2.229
H 2.222 3.416 3.829
H 2.146 1.854 3.089
H -0.269 2.172 -1.443
H 0.195 -1.355 -3.319
H 0.865 -2.856 -3.385
H 0.159 -4.444 -2.294
H 1.228 -5.311 -1.263
H -0.636 -5.342 0.484
H -1.138 -5.949 -1.114
H -2.490 -4.535 -2.685
H -4.287 -2.829 -2.771
H -4.744 -1.381 -0.847
H -3.418 -1.680 1.256
H -1.653 -3.361 1.337
H 2.839 -4.069 2.446
H 0.690 -4.510 2.611
H 4.398 -2.689 2.813
H 4.569 -1.053 3.536
H 4.490 -1.205 1.807
H 2.502 -3.019 4.210
C -1.284 7.691 -0.881
C -1.759 8.595 -1.818
C -2.709 8.159 -2.730
N -3.189 6.918 -2.760
C -2.720 6.063 -1.854
C -1.773 6.395 -0.896
H -0.544 7.992 -0.151
H -1.404 9.616 -1.842
H -3.109 8.835 -3.478
H -3.127 5.058 -1.903
H -1.432 5.653 -0.185
*
```

***

No. 2
A structure of composition C27H26Cl3GeI2N2O2SSn, computed with ωB97M-V/def2-TZVPD.

⟨S²⟩ ... 0.76
Gap between HOMO and LUMO (spin up / spin down) ... 7.9 / 6.0 eV

```
! wB97M-V def2-TZVPD RIJCOSX def2/J DEFGRID3
* xyz 2 2
Sn -0.337 0.333 0.027
I -3.784 -1.578 -6.671
C -2.863 -0.543 -5.118
C -3.504 0.535 -4.522
C -2.868 1.224 -3.498
I -3.934 2.663 -2.423
C -1.576 0.880 -3.105
O -0.902 1.613 -2.140
C -0.977 -0.257 -3.638
C 0.298 -0.783 -3.043
N 0.028 -1.371 -1.693
C -0.867 -2.538 -1.703
C -1.816 -2.559 -0.532
C -2.633 -3.653 -0.300
C -3.558 -3.596 0.728
C -3.658 -2.436 1.491
C -2.800 -1.398 1.214
N -1.888 -1.466 0.224
C -1.629 -0.961 -4.644
H -4.495 0.828 -4.841
H 1.017 0.020 -2.898
H 0.735 -1.529 -3.706
H 0.926 -1.655 -1.309
H -0.306 -3.472 -1.742
H -1.486 -2.497 -2.597
H -2.547 -4.537 -0.923
H -4.202 -4.444 0.931
H -4.385 -2.345 2.288
H -2.823 -0.478 1.787
H -1.159 -1.843 -5.066
O 1.896 0.073 -0.201
S 3.132 0.999 -0.089
C 4.073 0.331 1.318
C 5.448 -0.053 0.776
C 5.184 -0.659 -0.600
C 4.307 0.360 -1.319
H 3.499 -0.532 1.659
H 4.105 1.086 2.103
H 5.953 -0.748 1.445
H 6.076 0.835 0.682
H 4.652 -1.607 -0.495
H 6.106 -0.848 -1.149
H 3.731 -0.033 -2.157
H 4.884 1.226 -1.651
C -0.986 3.603 4.748
C -1.252 3.672 3.360
C -1.004 2.596 2.560
C -0.482 1.394 3.101
C -0.190 0.230 2.366
C 0.237 -0.950 2.887
C 0.451 -1.013 4.287
C 0.224 0.090 5.060
C -0.241 1.311 4.503
C -0.496 2.456 5.298
H -1.183 4.465 5.373
H -1.660 4.582 2.940
H -1.220 2.641 1.500
H 0.411 -1.829 2.274
H 0.787 -1.944 4.725
H 0.386 0.042 6.130
H -0.296 2.397 6.362
Cl 0.744 3.525 -0.601
Ge 0.060 3.085 -2.568
Cl -0.965 4.680 -3.414
Cl 1.621 2.378 -3.791
*
```

***

No. 3
A structure of composition C27H26Cl5IN2O3Pt, computed with ωB97M-V/def2-TZVPD.

Energy above the lowest of the compared OMol25 structures with the same formula, charge and spin ... 0.0 kJ/mol
Gap between HOMO and LUMO (spin up / spin down) ... 4.5 / 4.5 eV

```
! wB97M-V def2-TZVPD RIJCOSX def2/J DEFGRID3
* xyz -2 1
Pt -0.527 -0.038 0.317
Cl -1.242 -1.228 2.304
C 0.860 0.644 2.811
C 0.113 1.555 1.750
C -0.578 2.611 2.270
Cl -1.461 3.631 1.130
C -0.571 3.006 3.619
Cl -1.159 4.580 4.109
C 0.024 2.150 4.586
Cl -0.135 2.557 6.277
C 0.715 1.039 4.246
Cl 1.320 -0.124 5.391
C -1.663 -2.114 3.575
C -2.410 -1.467 1.226
N -0.024 -0.448 2.556
O -3.384 -1.649 0.609
H -2.003 -0.156 2.564
H -2.535 -2.753 3.637
H -1.114 -2.127 4.508
H -0.571 -2.150 1.663
H 1.896 0.439 2.535
I 4.982 -3.986 3.269
C 3.210 -3.734 2.173
C 3.133 -2.720 1.234
C 1.948 -2.549 0.530
C 0.861 -3.384 0.762
C 0.981 -4.426 1.674
C 2.148 -4.594 2.404
C -0.426 -3.235 -0.057
O -1.151 -4.223 -0.155
O -0.564 -2.123 -0.679
H 3.974 -2.064 1.051
H 1.862 -1.764 -0.209
H 0.133 -5.083 1.811
H 2.225 -5.384 3.139
C 2.592 0.125 -2.525
C 2.299 1.632 -2.540
C 2.510 2.247 -1.150
C 0.910 1.899 -3.099
C 0.811 2.574 -4.300
C -0.407 2.813 -4.925
C -1.549 2.323 -4.308
C -1.537 1.636 -3.104
C -2.870 1.096 -2.609
C -2.876 -0.438 -2.622
C -3.294 1.633 -1.239
C -0.280 1.419 -2.435
N -0.110 0.798 -1.280
H 3.554 -0.085 -2.047
H 2.611 -0.273 -3.542
H 1.801 -0.392 -1.982
H 3.007 2.110 -3.226
H 1.886 1.755 -0.406
H 2.238 3.304 -1.150
H 3.559 2.152 -0.850
H 1.729 2.913 -4.772
H -0.464 3.350 -5.864
H -2.510 2.469 -4.796
H -3.620 1.443 -3.328
H -2.077 -0.840 -2.000
H -2.737 -0.816 -3.638
H -3.818 -0.825 -2.223
H -2.739 1.160 -0.431
H -4.354 1.420 -1.067
H -3.134 2.709 -1.174
*
```

***

No. 4
A structure of composition C27H26ClN5PbSe, computed with ωB97M-V/def2-TZVPD.

Energy above the lowest of the compared OMol25 structures with the same formula, charge and spin ... 0.0 kJ/mol
Gap between HOMO and LUMO ... 7.2 eV

```
! wB97M-V def2-TZVPD RIJCOSX def2/J DEFGRID3
* xyz 2 1
Pb 0.310 0.397 -0.253
C -0.894 -0.290 2.763
C -0.901 1.190 3.122
C -1.489 2.152 2.116
C -1.942 3.383 2.574
C -2.495 4.276 1.678
C -2.614 3.907 0.348
C -2.163 2.658 -0.050
N -1.572 1.808 0.819
N 0.246 -0.747 1.919
C 0.055 -2.188 1.592
C -1.069 -2.425 0.618
C -1.920 -3.509 0.710
C -2.879 -3.692 -0.277
C -2.963 -2.783 -1.321
C -2.084 -1.718 -1.339
N -1.157 -1.546 -0.390
C 1.526 -0.622 2.652
C 2.725 -0.842 1.764
C 3.889 -1.408 2.247
C 4.985 -1.503 1.399
C 4.878 -1.036 0.100
C 3.673 -0.495 -0.310
N 2.618 -0.400 0.507
H -1.814 -0.539 2.233
H -0.880 -0.880 3.686
H 0.090 1.542 3.416
H -1.500 1.287 4.028
H -1.863 3.628 3.625
H -2.847 5.243 2.010
H -3.067 4.571 -0.374
H 0.233 4.062 -0.070
H -0.109 -2.753 2.515
H 0.983 -2.557 1.147
H -1.830 -4.203 1.535
H -3.555 -4.535 -0.230
H -3.695 -2.893 -2.108
H -2.113 -0.981 -2.132
H 1.541 -1.322 3.493
H 1.596 0.381 3.071
H 3.941 -1.763 3.267
H 5.910 -1.939 1.753
H 5.707 -1.091 -0.591
H 3.541 -0.115 -1.315
Cl -2.336 6.731 -5.425
C -2.335 5.423 -4.301
C -3.539 4.892 -3.864
C -3.531 3.836 -2.964
C -2.333 3.313 -2.496
C -2.307 2.199 -1.483
C -1.135 3.850 -2.959
C -1.126 4.903 -3.858
H -4.469 5.300 -4.232
H -4.474 3.420 -2.628
H -1.488 1.520 -1.742
H -3.223 1.602 -1.540
H -0.188 3.426 -2.640
H -0.196 5.313 -4.227
Se 1.561 3.876 0.518
C 2.168 3.000 -0.991
N 2.489 2.351 -1.887
*
```